Entry 1:
Formula: C17H17BrCl2O4
Source: OMol25
Level of theory: ωB97M-V/def2-TZVPD

Summary:
HOMO: -9.2 eV
Charge: 0
F_max: 5.65 eV Å⁻¹
M: 436.1 Da
Energy above the lowest of the compared OMol25 structures with the same formula, charge and spin: 0.0000 eV

Last column: natural (NBO) charge in e.
Positions of all 41 atoms, in Å:
O (-0.62, -1.88, -2.27)  -0.622
O (-1.22, 1.38, -1.82)  -0.521
Cl (0.69, -4.30, -0.33)  0.044
Cl (-0.19, -4.17, 2.48)  0.050
Br (-0.27, 6.40, 2.66)  0.051
O (-2.37, -2.18, -0.63)  -0.502
O (3.26, 1.19, -0.70)  -0.718
C (-1.19, -1.61, -1.14)  0.839
C (-0.28, 0.65, -1.44)  0.646
C (0.58, -3.43, 1.17)  -0.123
C (0.55, -2.06, 1.24)  -0.181
C (1.40, 4.87, 0.69)  -0.226
C (-0.13, 3.61, 2.11)  -0.259
C (1.82, 3.71, 0.07)  -0.181
C (0.37, 2.41, 1.51)  -0.148
C (0.37, 4.84, 1.71)  -0.057
C (1.34, 2.42, 0.46)  -0.072
C (-3.69, -4.01, -0.42)  -0.619
C (-3.00, -3.18, -1.41)  -0.073
C (1.19, 1.02, -1.64)  -0.554
C (1.93, -0.11, 0.57)  -0.412
C (1.94, 1.21, -0.29)  0.250
C (-0.52, -0.44, -0.42)  -0.449
C (0.88, -1.08, 0.05)  -0.240
H (3.35, 0.96, -1.67)  0.486
H (0.27, -1.59, 2.12)  0.211
H (1.89, 5.76, 0.46)  0.225
H (-0.92, 3.56, 2.88)  0.233
H (2.63, 3.77, -0.68)  0.231
H (-0.09, 1.55, 1.98)  0.206
H (-2.99, -4.50, 0.24)  0.218
H (-4.43, -3.38, 0.10)  0.213
H (-4.18, -4.81, -0.90)  0.215
H (-3.71, -2.67, -2.12)  0.183
H (-2.39, -3.78, -2.03)  0.200
H (1.12, 1.92, -2.26)  0.257
H (1.62, 0.16, -2.21)  0.236
H (1.73, 0.16, 1.65)  0.207
H (2.93, -0.64, 0.56)  0.250
H (-1.05, -0.04, 0.43)  0.257
H (1.39, -1.69, -0.75)  0.250

***

Entry 2:
Formula: C4H9N6
Source: OMol25
Level of theory: ωB97M-V/def2-TZVPD

Summary:
HOMO (spin up / spin down): -4.6 / -4.6 eV
Charge: -1
F_max: 4.60 eV Å⁻¹
M: 141.2 Da

Last column: natural (NBO) charge in e.
Positions of all 19 atoms, in Å:
C (1.69, 0.30, 0.97)  0.382
C (-1.36, -0.17, 0.81)  -0.638
C (-1.92, 0.46, -1.54)  -0.633
C (-0.79, 0.58, -0.43)  -0.079
N (2.32, 1.24, 1.71)  -0.444
N (1.96, -0.90, 1.31)  -0.468
N (3.01, 0.49, 2.57)  -0.166
N (2.79, -0.80, 2.32)  -0.180
N (0.74, -0.98, -1.56)  -0.659
N (0.48, 0.25, -0.92)  -0.280
H (-1.35, -1.28, 0.55)  0.198
H (-0.71, 0.16, 1.68)  0.234
H (-2.34, 0.14, 1.11)  0.191
H (-2.91, 0.78, -1.10)  0.201
H (-1.86, -0.64, -1.97)  0.216
H (-1.63, 1.18, -2.37)  0.203
H (-0.63, 1.60, -0.17)  0.197
H (1.70, -0.67, -2.03)  0.369
H (0.81, -1.75, -0.95)  0.356

***

Entry 3:
Formula: C5H7NO
Source: OMol25
Level of theory: ωB97M-V/def2-TZVPD

Summary:
HOMO: -7.9 eV
Charge: 0
F_max: 3.22 eV Å⁻¹
M: 97.1 Da
Energy above the lowest of the compared OMol25 structures with the same formula, charge and spin: 1.9660 eV

Last column: natural (NBO) charge in e.
Positions of all 14 atoms, in Å:
C (1.42, -1.19, -0.20)  -0.630
C (0.31, -0.24, -0.51)  -0.126
C (-0.15, 0.17, -1.72)  0.101
O (-1.18, 1.06, -1.63)  -0.405
C (-1.38, 1.24, -0.28)  0.018
C (-0.52, 0.48, 0.40)  0.053
N (-0.54, 0.62, 1.79)  -0.834
H (1.86, -1.58, -1.12)  0.223
H (1.07, -2.05, 0.39)  0.217
H (2.22, -0.71, 0.38)  0.217
H (0.15, -0.10, -2.72)  0.200
H (-2.03, 1.77, 0.53)  0.220
H (0.12, 0.10, 2.31)  0.367
H (-1.35, 0.45, 2.38)  0.379

***

Entry 4:
Formula: C2H2BrO2S
Source: OMol25
Level of theory: ωB97M-V/def2-TZVPD

Summary:
HOMO: -3.6 eV
Charge: -1
F_max: 2.87 eV Å⁻¹
M: 170.0 Da
Energy above the lowest of the compared OMol25 structures with the same formula, charge and spin: 1.2493 eV

Last column: natural (NBO) charge in e.
Positions of all 8 atoms, in Å:
C (0.43, -1.37, 0.08)  0.948
C (-0.44, 0.46, -0.42)  -0.752
O (1.53, -1.11, 0.43)  -0.673
O (-0.38, -2.24, -0.14)  -0.684
S (0.29, 1.91, 0.35)  -0.090
Br (-2.31, 0.32, -0.10)  -0.051
H (-0.22, 0.53, -1.49)  0.193
H (1.10, 1.51, 1.29)  0.109

***

Entry 5:
Formula: C38H51ClN8O4RbS
Source: OMol25
Level of theory: ωB97M-V/def2-TZVPD

Summary:
HOMO: -5.7 eV
Charge: -1
F_max: 1.37 eV Å⁻¹
M: 836.9 Da
Energy above the lowest of the compared OMol25 structures with the same formula, charge and spin: 1.2377 eV

Last column: Löwdin charge in e.
Positions of all 104 atoms, in Å:
Rb (0.16, -1.32, -0.63)  0.976
C (-3.40, 2.41, -0.86)  -0.089
C (-2.25, 2.45, -1.64)  -0.091
C (-1.01, 2.23, -1.06)  -0.100
C (-0.91, 1.98, 0.30)  -0.105
C (-2.06, 1.95, 1.08)  -0.093
C (-3.30, 2.17, 0.50)  -0.105
H (-4.37, 2.55, -1.32)  0.103
H (-2.33, 2.61, -2.71)  0.106
H (-0.12, 2.25, -1.68)  0.111
H (0.06, 1.81, 0.75)  0.094
H (-1.98, 1.74, 2.14)  0.099
H (-4.20, 2.13, 1.11)  0.100
C (-2.28, -1.63, 3.39)  -0.166
N (-1.24, -2.30, 2.60)  -0.074
C (-1.82, -3.48, 1.96)  -0.166
N (-2.39, -4.41, 2.95)  -0.084
C (-3.40, -3.70, 3.73)  -0.177
N (-2.85, -2.52, 4.41)  -0.087
C (-1.76, -2.97, 5.28)  -0.188
N (-0.71, -3.66, 4.54)  -0.088
C (-0.19, -2.74, 3.51)  -0.189
C (-1.31, -4.81, 3.85)  -0.187
H (-3.08, -1.31, 2.73)  0.102
H (-1.84, -0.76, 3.89)  0.125
H (-1.05, -4.00, 1.39)  0.131
H (-2.60, -3.16, 1.26)  0.094
H (-3.81, -4.38, 4.48)  0.119
H (-4.20, -3.38, 3.06)  0.120
H (-2.17, -3.65, 6.04)  0.118
H (-1.33, -2.10, 5.78)  0.122
H (0.58, -3.25, 2.93)  0.119
H (0.26, -1.88, 4.00)  0.107
H (-1.72, -5.50, 4.61)  0.118
H (-0.54, -5.33, 3.29)  0.122
C (-8.18, -0.23, -2.76)  -0.064
C (-6.72, -0.51, -2.47)  -0.283
C (-5.80, -0.64, -3.50)  -0.024
C (-4.45, -0.87, -3.25)  -0.196
C (-3.52, -1.03, -4.42)  -0.035
C (-4.01, -0.99, -1.92)  -0.042
C (-4.93, -0.88, -0.88)  -0.199
C (-4.51, -1.04, 0.56)  -0.054
C (-6.27, -0.63, -1.16)  -0.022
C (-2.54, -1.30, -1.61)  -0.700
O (-2.31, -2.27, -0.86)  -0.149
O (-1.67, -0.55, -2.13)  -0.212
H (-8.42, -0.49, -3.78)  0.068
H (-8.40, 0.83, -2.61)  0.075
H (-8.82, -0.80, -2.09)  0.071
H (-6.13, -0.54, -4.52)  0.108
H (-3.95, -0.58, -5.32)  0.070
H (-3.34, -2.09, -4.62)  0.089
H (-2.56, -0.56, -4.21)  0.066
H (-4.48, -2.10, 0.81)  0.076
H (-5.21, -0.54, 1.23)  0.081
H (-3.51, -0.64, 0.72)  0.061
H (-6.97, -0.54, -0.34)  0.112
C (7.86, -3.08, 3.87)  -0.040
C (7.20, -1.88, 3.19)  -0.507
C (7.91, -1.63, 1.85)  -0.040
C (7.43, -0.66, 4.10)  -0.045
C (5.66, -2.10, 2.99)  -0.414
O (5.03, -2.19, 4.26)  0.010
C (5.29, -3.28, 2.06)  -0.100
C (5.56, -4.76, 2.41)  -0.124
C (5.12, -5.28, 3.76)  -0.238
C (5.99, -5.97, 4.59)  -0.047
C (5.58, -6.45, 5.82)  -0.108
C (4.28, -6.24, 6.23)  -0.674
Cl (3.78, -6.83, 7.79)  0.647
C (3.38, -5.57, 5.42)  -0.086
C (3.80, -5.11, 4.19)  -0.027
C (5.08, -0.82, 2.32)  -0.050
N (3.72, -0.45, 2.64)  -0.099
C (2.55, -0.87, 2.12)  -0.159
N (1.56, -0.13, 2.59)  0.085
C (2.19, 0.74, 3.42)  -0.226
N (3.50, 0.59, 3.47)  0.104
H (8.89, -2.82, 4.15)  0.084
H (7.92, -3.94, 3.20)  0.064
H (7.34, -3.37, 4.78)  0.087
H (8.96, -1.41, 2.04)  0.089
H (7.48, -0.78, 1.32)  0.085
H (7.86, -2.51, 1.20)  0.083
H (8.44, -0.68, 4.51)  0.080
H (6.73, -0.66, 4.93)  0.091
H (7.32, 0.29, 3.57)  0.077
H (5.16, -3.07, 4.62)  0.074
H (5.79, -3.11, 1.11)  0.113
H (4.22, -3.19, 1.84)  0.083
H (6.62, -5.00, 2.28)  0.092
H (5.03, -5.33, 1.64)  0.129
H (7.02, -6.13, 4.27)  0.113
H (6.27, -6.99, 6.46)  0.102
H (2.35, -5.41, 5.74)  0.109
H (3.11, -4.58, 3.55)  0.123
H (5.15, -0.92, 1.23)  0.129
H (5.67, 0.04, 2.63)  0.106
H (2.45, -1.66, 1.38)  0.042
H (1.67, 1.50, 3.98)  0.098
O (2.54, -0.60, -1.21)  -0.808
S (3.17, -1.95, -1.20)  0.533
N (2.64, -2.95, -0.27)  -0.534

***

Entry 6:
Formula: CH7N2P2
Source: OMol25
Level of theory: ωB97M-V/def2-TZVPD

Summary:
HOMO: -13.5 eV
Charge: +1
F_max: 2.92 eV Å⁻¹
M: 109.0 Da
Energy above the lowest of the compared OMol25 structures with the same formula, charge and spin: 1.5780 eV

Last column: natural (NBO) charge in e.
Positions of all 12 atoms, in Å:
C (1.21, 0.72, 0.36)  0.314
N (0.46, -0.10, 1.05)  -0.726
N (2.32, 1.39, 0.16)  -0.691
P (-0.85, -0.45, -1.81)  -0.005
P (-0.57, 0.87, -0.06)  0.696
H (0.57, -1.05, 1.37)  0.453
H (-3.10, -2.41, 1.66)  0.046
H (3.18, 0.94, 0.46)  0.426
H (2.44, 2.21, -0.41)  0.450
H (-1.00, 0.70, -2.79)  0.064
H (-2.11, -0.65, -1.31)  0.020
H (-2.54, -2.17, 1.33)  -0.046